No. 1
Below is an isolated ion of composition C10H18BrN4O2 and charge +1, with properties calculated with wB97M-V/def2-TZVPD.

Structure (XYZ):
```
35
Properties=species:S:1:pos:R:3
C -0.76 -1.45 5.06
C -1.28 -1.01 3.67
O -0.93 0.02 3.17
O -2.13 -1.90 3.07
C -2.00 -1.88 1.64
C -0.58 -2.27 1.11
C -0.21 -1.32 -0.08
C 1.35 -1.04 -0.20
C 1.63 0.45 -0.62
C 1.42 0.54 -2.17
N 0.92 1.83 -2.64
N 1.77 2.66 -3.30
C 1.03 3.73 -3.65
N -0.25 3.64 -3.25
C -0.29 2.40 -2.62
N -1.36 1.84 -2.06
Br -2.97 2.77 -2.13
H -0.13 -2.36 4.98
H -0.14 -0.64 5.46
H -1.65 -1.61 5.71
H -2.71 -2.65 1.26
H -2.34 -0.92 1.19
H 0.23 -2.21 1.87
H -0.61 -3.31 0.73
H -0.54 -1.82 -1.03
H -0.71 -0.33 -0.04
H 1.91 -1.35 0.70
H 1.68 -1.65 -1.08
H 2.69 0.66 -0.33
H 1.02 1.17 -0.04
H 2.40 0.30 -2.64
H 0.71 -0.28 -2.44
H 2.75 2.49 -3.49
H 1.38 4.60 -4.21
H -1.32 0.93 -1.62
```

- charge = +1
- Kohn-Sham gap (Eh) = 0.3372
- energy relative to the best compared isomer or geometry (same formula, charge and spin) (kJ/mol) = 0.0
- SMILES = CC(=O)OCCCCCCn1[nH]cn/c1=[NH+]\Br
- HOMO energy (eV) = -12.608


No. 2
Below is a 9-piece molecular cluster, C33H52O17 overall, with properties calculated with wB97M-V/def2-TZVPD.

Structure (XYZ):
```
102
Properties=species:S:1:pos:R:3
O -18.63 -7.68 -7.98
C -19.79 -7.59 -7.65
O -20.51 -6.54 -8.03
C -21.93 -6.82 -7.84
C -21.96 -7.85 -6.73
C -20.70 -8.64 -7.04
H -22.09 -7.35 -8.79
H -22.68 -6.04 -7.82
H -22.89 -8.42 -6.81
H -21.84 -7.37 -5.76
H -20.90 -9.38 -7.82
H -20.29 -9.03 -6.11
O -21.37 -13.53 -3.68
C -20.25 -13.96 -3.65
O -19.47 -13.70 -2.58
C -18.14 -14.23 -2.74
C -18.15 -15.11 -4.02
C -19.47 -14.68 -4.67
H -17.90 -14.80 -1.85
H -17.48 -13.36 -2.76
H -18.09 -16.18 -3.86
H -17.33 -14.79 -4.66
H -20.01 -15.42 -5.25
H -19.29 -13.89 -5.42
O -26.40 -10.90 -2.88
C -26.30 -12.03 -2.49
O -26.86 -12.43 -1.35
C -26.33 -13.75 -0.99
C -25.14 -13.98 -1.91
C -25.45 -13.12 -3.12
H -27.22 -14.38 -1.02
H -26.08 -13.63 0.07
H -25.22 -15.06 -2.03
H -24.22 -13.78 -1.37
H -25.98 -13.65 -3.91
H -24.58 -12.59 -3.50
O -26.14 -6.45 -7.11
C -26.83 -7.02 -6.32
O -27.66 -6.35 -5.49
C -28.37 -7.23 -4.65
C -27.80 -8.61 -4.91
C -27.14 -8.53 -6.28
H -29.42 -7.21 -4.95
H -28.30 -7.03 -3.58
H -28.51 -9.43 -4.82
H -26.97 -8.88 -4.25
H -27.83 -8.74 -7.10
H -26.15 -8.96 -6.36
O -21.25 -16.16 -7.91
C -22.25 -15.89 -7.32
O -23.38 -16.63 -7.50
C -24.35 -16.35 -6.49
C -24.10 -14.85 -6.23
C -22.59 -14.79 -6.29
H -24.13 -16.90 -5.57
H -25.35 -16.56 -6.84
H -24.48 -14.63 -5.23
H -24.65 -14.25 -6.95
H -22.16 -15.13 -5.35
H -22.15 -13.84 -6.57
O -20.55 -12.12 -6.99
C -19.44 -11.66 -7.12
O -18.68 -11.38 -6.06
C -17.42 -10.84 -6.46
C -17.26 -11.26 -7.94
C -18.71 -11.47 -8.39
H -16.58 -11.20 -5.87
H -17.49 -9.75 -6.41
H -16.62 -12.15 -8.00
H -16.65 -10.59 -8.54
H -18.76 -12.28 -9.10
H -19.01 -10.51 -8.81
O -24.33 -9.49 -8.58
C -25.10 -9.70 -9.48
O -25.64 -10.90 -9.74
C -26.57 -10.83 -10.84
C -26.28 -9.48 -11.54
C -25.52 -8.65 -10.49
H -27.53 -10.80 -10.30
H -26.57 -11.66 -11.53
H -27.16 -8.92 -11.85
H -25.61 -9.70 -12.36
H -26.08 -7.86 -10.01
H -24.66 -8.23 -11.02
O -17.79 -9.37 -2.38
C -18.92 -8.98 -2.22
O -19.16 -7.79 -1.63
C -20.54 -7.70 -1.32
C -21.26 -8.53 -2.35
C -20.20 -9.64 -2.62
H -20.89 -6.67 -1.25
H -20.83 -8.00 -0.30
H -21.30 -7.83 -3.19
H -22.22 -8.92 -2.03
H -20.30 -9.89 -3.67
H -20.22 -10.59 -2.08
C -23.54 -11.01 -5.64
O -22.62 -10.86 -4.60
H -23.28 -11.58 -6.54
H -24.50 -11.35 -5.22
H -23.92 -10.07 -6.06
H -22.18 -11.68 -4.35
```

- charge = 0
- Kohn-Sham gap (Eh) = 0.3740
- energy relative to the best compared isomer or geometry (same formula, charge and spin) (kJ/mol) = 0.0
- SMILES = O=C1CCCO1.O=C1CCCO1.O=C1CCCO1.O=C1CCCO1.O=C1CCCO1.O=C1CCCO1.O=C1CCCO1.O=C1CCCO1.CO
- HOMO energy (eV) = -9.795


Number 1: LUMO level -3.4337 eV. Number 2: LUMO level 0.3821 eV.